(1)
Formula: C37H38N4O5PtS3
Source: the Open Molecules 2025 dataset
Level of theory: ωB97M-V/def2-TZVPD

```
88
Properties=species:S:1:pos:R:3:mulliken_charge:R:1
Pt 1.48966 -0.40215 -0.00498 2.634
S 3.64794 0.47496 -0.49601 -0.442
C 3.87536 -0.50851 -1.92274 0.200
C 4.64823 -0.06480 -2.99264 -0.917
C 4.84277 -0.84956 -4.12631 0.522
C 5.69105 -0.37924 -5.18642 -0.111
N 6.39404 -0.01172 -6.02033 -0.628
C 4.23513 -2.10973 -4.20766 0.539
C 3.47983 -2.57229 -3.12948 -0.847
C 3.30607 -1.80302 -1.98561 0.396
S 2.43915 -2.41811 -0.59277 -0.734
C 4.37292 -2.92667 -5.37995 -0.089
N 4.46896 -3.59696 -6.31091 -0.628
H 5.09116 0.92245 -2.94852 0.477
H 3.01184 -3.54689 -3.18864 0.487
O 2.69154 3.61702 -2.16954 -0.838
S 2.38534 3.27226 -0.74434 0.971
C 3.91995 3.75979 0.17069 -0.700
C 3.79208 5.21015 0.66086 -0.672
C 2.65778 5.83740 -0.14527 -0.678
C 1.56543 4.78592 -0.09293 -0.811
H 4.70695 3.61855 -0.56713 0.359
H 4.06766 3.04297 0.97820 0.349
H 4.72594 5.76648 0.55204 0.335
H 3.52233 5.21721 1.72058 0.277
H 2.96360 5.94767 -1.18831 0.329
H 2.35420 6.81700 0.23287 0.365
H 0.69500 4.99534 -0.71423 0.414
H 1.24903 4.55889 0.93040 0.231
C -0.39103 -1.02514 -4.70510 -1.668
C -1.04842 -1.52064 -3.44010 0.265
C -2.23586 -2.25908 -3.48631 -0.837
C -2.79989 -2.69344 -2.29948 -0.008
C -4.09079 -3.48035 -2.30902 -1.753
C -2.19135 -2.41309 -1.08038 -0.360
C -0.99250 -1.65704 -0.97905 0.879
C -0.46542 -1.22678 -2.22659 -0.402
N -0.34873 -1.30689 0.18193 -1.105
C -0.77533 -1.83646 1.49122 1.564
C -0.73483 -3.38475 1.52511 -1.230
C -1.14496 -3.91247 2.90472 0.484
C -2.55659 -3.41002 3.23830 -1.444
C -2.56370 -1.87673 3.28241 0.406
C -1.57411 -1.40089 4.34660 -1.380
C -0.17311 -1.88841 3.97047 0.415
C -0.15439 -3.41718 3.95810 -1.700
C 0.20683 -1.35499 2.58142 -2.409
C -2.16434 -1.30945 1.91382 -0.719
H -1.09432 -1.01738 -5.54126 0.381
H 0.45217 -1.66423 -4.98152 0.256
H -0.00289 -0.01544 -4.56110 0.316
H -2.71646 -2.47488 -4.43680 0.225
H -4.51963 -3.51022 -3.31224 0.380
H -4.82502 -3.03046 -1.63566 0.331
H -3.92655 -4.51002 -1.97874 0.303
H -2.68582 -2.78770 -0.20049 0.573
H 0.41966 -0.60330 -2.23132 0.423
H 0.28481 -3.69496 1.27682 0.300
H -1.38961 -3.81157 0.76943 0.523
H -1.14225 -5.00857 2.89187 0.249
H -2.88028 -3.81087 4.20733 0.540
H -3.26337 -3.76772 2.48044 0.530
H -3.56846 -1.52216 3.53970 0.381
H -1.85986 -1.79614 5.33037 0.591
H -1.59015 -0.30776 4.40859 0.249
H 0.55373 -1.51470 4.69899 0.406
H -0.41436 -3.81174 4.94938 0.559
H 0.85093 -3.77247 3.70880 0.511
H 1.21486 -1.68697 2.32377 0.632
H 0.20245 -0.26456 2.59559 0.307
H -2.10660 -0.21710 1.96117 -0.485
H -2.92842 -1.55635 1.18101 0.715
O -0.29134 1.70326 -0.98243 -0.705
C -0.38590 1.86383 0.23624 1.111
O 0.38315 1.42519 1.14454 -1.001
C -1.56626 2.69490 0.71669 -0.103
C -2.25882 3.48051 -0.19769 -0.558
C -3.34980 4.23996 0.20800 -0.668
C -3.77190 4.20573 1.52562 -0.505
C -3.08512 3.40390 2.42373 -0.119
C -1.98182 2.65840 2.03654 -0.116
N -3.53725 3.35614 3.81622 1.065
O -4.52089 4.00697 4.12624 -0.678
O -2.91416 2.67460 4.60266 -0.610
H -1.92742 3.46639 -1.22768 0.538
H -3.87296 4.86373 -0.50592 0.386
H -4.62268 4.77530 1.86994 0.481
H -1.45381 2.05787 2.76421 0.503
```

Energy above the lowest of the compared OMol25 structures with the same formula, charge and spin (kcal per mole): 18.3
Orbital gap (eV): 4.9
Charge: -2
Molecular weight (g mol⁻¹): 910.0
LUMO (eV): 3.366
HOMO (eV): -1.5
E (eV): -90938.35414
Max |F| (eV/Å): 1.01

(2)
Formula: C37H39B2F4N6O6PTi
Source: the Open Molecules 2025 dataset
Level of theory: ωB97M-V/def2-TZVPD

```
96
Properties=species:S:1:pos:R:3:mulliken_charge:R:1
Ti -0.48818 -1.16285 0.67375 -2.391
C -0.21611 -4.57259 3.28386 -1.990
C -0.28793 -3.21483 2.65799 0.544
N -0.66156 -2.98733 1.37501 1.719
O -1.01511 -4.08641 0.59125 -0.773
B -0.61087 -3.83203 -0.78605 0.640
F 0.77815 -3.71719 -0.90445 -0.380
F -1.08664 -4.78747 -1.64970 -0.347
O -1.14607 -2.43296 -1.24395 -0.785
N -1.99989 -1.76751 -0.39557 1.457
C -3.24334 -2.03922 -0.33753 0.892
C -3.88076 -3.11137 -1.15266 -2.160
C -4.03160 -1.20760 0.59962 0.884
N -3.58570 -0.38958 1.48097 -1.345
O -2.23980 -0.22396 1.62292 0.884
B -1.88341 0.34112 3.03645 0.752
F -2.45587 -0.49481 3.97173 -0.384
F -2.32761 1.63935 3.15331 -0.463
O -0.41085 0.31227 3.04834 -0.583
N -0.03423 -0.94476 2.53276 1.264
C -0.05395 -2.02783 3.34740 0.391
C 0.11467 -1.95486 4.83147 -2.269
C -5.52981 -1.30257 0.53304 -1.681
H -0.28736 -5.33338 2.51037 0.405
H -1.03636 -4.71660 3.99184 0.389
H 0.72509 -4.70282 3.81704 0.384
H -3.16373 -3.52785 -1.85405 0.411
H -4.75304 -2.73574 -1.68736 0.516
H -4.20699 -3.91126 -0.48488 0.347
H 0.23318 -0.91795 5.13757 0.372
H 0.99062 -2.52921 5.14364 0.498
H -0.76169 -2.36191 5.33698 0.323
H -5.86308 -2.33509 0.64328 0.352
H -5.90078 -0.92794 -0.42377 0.293
H -5.95521 -0.70258 1.33243 0.429
N 1.52345 -1.32193 0.24481 1.639
P 2.44703 -0.20863 -0.51452 1.259
C 4.17994 -0.70799 -0.37049 0.562
C 5.04845 -0.14811 0.55937 -0.318
C 6.34388 -0.63278 0.66750 -0.844
C 6.77076 -1.66956 -0.14807 -0.537
C 5.90205 -2.23526 -1.07198 -0.880
C 4.60859 -1.75670 -1.18437 -0.492
C 2.35498 1.42131 0.25650 0.373
C 2.46579 2.61534 -0.44964 -0.503
C 2.49059 3.81832 0.24070 -0.671
C 2.39425 3.82722 1.62646 -0.919
C 2.25017 2.63772 2.32788 -0.562
C 2.23333 1.43097 1.64528 -0.539
C 2.16904 -0.10302 -2.29114 0.425
C 3.07664 0.60114 -3.08551 -0.687
C 2.90547 0.63775 -4.45825 -0.869
C 1.84239 -0.03950 -5.04436 -0.738
C 0.95690 -0.75903 -4.25748 -0.413
C 1.11744 -0.79503 -2.87910 -0.472
H 4.72044 0.66473 1.19239 0.333
H 7.02029 -0.20130 1.39359 0.434
H 7.78560 -2.03613 -0.06429 0.398
H 6.23230 -3.05113 -1.70104 0.437
H 3.91816 -2.20139 -1.89171 0.473
H 2.53263 2.60732 -1.52934 0.462
H 2.57926 4.75030 -0.30238 0.423
H 2.41310 4.76791 2.16202 0.368
H 2.13508 2.64534 3.40349 0.472
H 2.10976 0.49680 2.18237 0.336
H 3.92685 1.09926 -2.63460 0.506
H 3.60585 1.18441 -5.07595 0.456
H 1.72004 -0.02340 -6.11968 0.406
H 0.13792 -1.30237 -4.71084 0.530
H 0.45022 -1.38255 -2.26469 0.410
C -4.56523 5.15128 -2.34232 -1.563
C -3.53564 4.23771 -1.74775 0.780
C -3.19564 3.03771 -2.36159 -1.066
C -2.27046 2.17054 -1.81144 1.137
C -1.95495 0.90154 -2.54585 -1.007
C -1.65941 2.50467 -0.57400 -0.115
C -0.79465 1.60510 0.12360 0.305
O -0.35890 0.50291 -0.30048 0.753
C -1.96604 3.75510 0.03823 1.025
C -1.30730 4.22792 1.30406 -1.274
C -2.89544 4.58181 -0.56078 -1.101
H -4.91860 4.78096 -3.30284 0.361
H -4.15671 6.15291 -2.48189 0.371
H -5.42069 5.23841 -1.67018 0.341
H -3.66842 2.76864 -3.29899 0.317
H -2.48944 0.87137 -3.49444 0.519
H -2.24242 0.03101 -1.95599 -0.055
H -0.88761 0.81744 -2.74109 -0.041
H -0.48235 1.90374 1.12673 -0.031
H -1.60122 3.61158 2.14888 0.221
H -1.60195 5.25502 1.51205 0.501
H -0.21985 4.19593 1.22219 0.007
H -3.13691 5.52780 -0.08980 0.415
O 2.55732 -4.35358 1.82789 -0.606
C 2.35849 -3.29638 1.36257 0.591
N 2.32121 -2.14385 1.02726 -0.637
```

Energy above the lowest of the compared OMol25 structures with the same formula, charge and spin (kcal per mole): 88.3
Orbital gap (alpha / beta) (eV): 4.6 / 4.7
Charge: 0
Molecular weight (g mol⁻¹): 840.2
LUMO (alpha / beta) (eV): -1.197 / -1.172
HOMO (alpha / beta) (eV): -5.8 / -5.8
E (eV): -104861.05738
Max |F| (eV/Å): 2.63